The following is a DFT calculation (wB97M-V/def2-TZVPD) of 8 unconnected molecules or ions with the total composition C24H48O20S4 in a non-equilibrium geometry.

Results
SMILES ... O=S1(=O)OCCO1.O=S1(=O)OCCO1.O=S1(=O)OCCO1.O=S1(=O)OCCO1.C1CCOC1.C1CCOC1.C1CCOC1.C1CCOC1
E_LUMO ... 0.3 eV
Molar mass ... 784.90 g/mol
Kohn-Sham gap ... 9.211 eV
Charge ... 0
Spin multiplicity ... 1
Energy ... -109946.976 eV

Positions of all 96 atoms, in Å:
O (-2.7783, -13.5005, 0.7034)
S (-3.9875, -14.1447, 0.1640)
O (-5.2545, -13.4134, 0.0323)
O (-3.7120, -14.7039, -1.3954)
C (-2.8507, -15.8615, -1.3522)
C (-3.3519, -16.6165, -0.1731)
O (-4.1152, -15.6723, 0.6962)
H (-3.0497, -16.4701, -2.2343)
H (-1.7938, -15.5994, -1.3039)
H (-2.4577, -16.9609, 0.3465)
H (-4.0141, -17.4578, -0.3776)
O (-1.1916, -15.9314, 5.1041)
S (-0.9680, -15.2217, 3.8373)
O (-1.3743, -15.8783, 2.5674)
O (-1.2505, -13.6786, 3.8743)
C (-0.3448, -12.7897, 3.0833)
C (0.7179, -13.8524, 2.6144)
O (0.6125, -14.8797, 3.6144)
H (-0.9120, -12.3175, 2.2813)
H (0.1824, -12.1648, 3.8042)
H (1.6483, -13.2897, 2.6912)
H (0.4506, -14.3419, 1.6779)
O (-5.9898, -16.6290, 10.4584)
S (-4.5082, -16.3436, 10.2720)
O (-3.8038, -15.4840, 11.2190)
O (-3.6377, -17.7322, 10.1805)
C (-2.6970, -17.6696, 9.1168)
C (-3.3365, -16.7164, 8.0226)
O (-4.2458, -15.8171, 8.7154)
H (-1.7015, -17.4290, 9.4899)
H (-2.5081, -18.6691, 8.7251)
H (-3.8493, -17.2373, 7.2140)
H (-2.5466, -16.1051, 7.5863)
O (2.3917, -8.1775, 4.8605)
S (2.4214, -9.4299, 5.5706)
O (1.1898, -10.2447, 5.7273)
O (3.5130, -10.3610, 4.7703)
C (4.8315, -10.0455, 5.0902)
C (4.7388, -9.7350, 6.6177)
O (3.3970, -9.3881, 6.9623)
H (5.5240, -10.8750, 4.9469)
H (5.1268, -9.1375, 4.5645)
H (5.2509, -8.8099, 6.8825)
H (4.9882, -10.6026, 7.2286)
C (5.7697, -13.4652, 1.5094)
C (6.3163, -12.3226, 0.7501)
C (5.9671, -11.1190, 1.4322)
O (4.6560, -11.4074, 1.8815)
C (4.4501, -12.8336, 1.9008)
H (6.3612, -13.7966, 2.3629)
H (5.7541, -14.3211, 0.8347)
H (5.9209, -12.2946, -0.2652)
H (7.4014, -12.4259, 0.7622)
H (6.0053, -10.3236, 0.6879)
H (6.6633, -10.7978, 2.2068)
H (3.6806, -12.8986, 1.1315)
H (4.2272, -13.1880, 2.9072)
C (-4.4332, -10.5664, 5.5499)
C (-3.3011, -9.5175, 5.4270)
C (-2.3134, -9.9573, 6.4636)
O (-2.2998, -11.2974, 6.0287)
C (-3.5858, -11.7746, 5.7231)
H (-5.0967, -10.5859, 4.6854)
H (-5.1871, -10.4568, 6.3295)
H (-3.6079, -8.4904, 5.6246)
H (-2.9128, -9.4856, 4.4090)
H (-2.6198, -9.9005, 7.5081)
H (-1.2548, -9.6977, 6.4548)
H (-3.8542, -12.3265, 6.6239)
H (-3.4344, -12.4459, 4.8777)
C (-5.4074, -18.7561, 3.9030)
C (-4.0646, -19.4007, 4.1028)
C (-3.2875, -18.8065, 2.9960)
O (-4.1610, -18.9381, 1.8559)
C (-5.4891, -18.7640, 2.3664)
H (-5.2825, -17.7390, 4.2744)
H (-6.2463, -19.2368, 4.4062)
H (-4.1514, -20.4712, 3.9168)
H (-3.7163, -19.1179, 5.0962)
H (-2.3998, -19.3686, 2.7059)
H (-3.0383, -17.8112, 3.3640)
H (-5.9347, -19.7389, 2.1692)
H (-5.8727, -17.8321, 1.9511)
C (5.1317, -17.7498, 1.6514)
C (3.9203, -17.4103, 2.5122)
C (3.2910, -16.2328, 1.7425)
O (4.0553, -16.0839, 0.5086)
C (4.7262, -17.3425, 0.2260)
H (5.3942, -18.7915, 1.4669)
H (5.9753, -17.2115, 2.0836)
H (4.2655, -16.9774, 3.4511)
H (3.3037, -18.2778, 2.7477)
H (3.2505, -15.2999, 2.3047)
H (2.2751, -16.5728, 1.5413)
H (5.4619, -17.2289, -0.5703)
H (4.1379, -18.1237, -0.2552)